# 1
Formula: C2H9N2O
Source: the OMol25 dataset
Level of theory: ωB97M-V/def2-TZVPD

Last column: natural (NBO) charge in e.
Cartesian coordinates (Å):
C (-1.1592, -1.4946, 0.7494)  -0.425
N (-0.4073, 1.6096, -1.0534)  -0.753
C (-0.9702, 0.4466, -0.6995)  0.408
N (-0.5217, -0.2769, 0.2679)  -0.477
H (-1.3915, -1.4049, 1.8047)  0.237
H (-0.4576, -2.3250, 0.6696)  0.233
H (-2.0495, -1.7420, 0.1878)  0.230
H (0.2088, 2.1132, -0.4303)  0.424
H (-0.1906, 1.7265, -2.0344)  0.429
H (-1.8354, 0.1374, -1.2757)  0.220
H (0.4170, -0.0849, 0.6139)  0.459
H (2.9591, -0.1391, -0.1160)  0.495
H (3.0028, 0.9898, 0.9134)  0.500
O (2.3954, 0.4442, 0.4028)  -0.980

Results
Energy above the lowest of the compared OMol25 structures with the same formula, charge and spin = 0.786 eV
Total charge = +1
Highest occupied orbital energy = -15.2 eV
LUMO = -3.7 eV

=====

# 2
Formula: C3H8N2O
Source: the OMol25 dataset
Level of theory: ωB97M-V/def2-TZVPD

Last column: natural (NBO) charge in e.
Cartesian coordinates (Å):
C (2.6257, 0.6519, -0.3271)  -0.176
N (1.5457, 1.1463, 0.3538)  -0.091
O (0.6251, 0.1386, 0.4083)  -0.411
C (-0.6491, 0.6273, 0.7099)  -0.100
C (-1.6476, -0.4557, 0.2735)  -0.228
N (-1.0712, -0.9932, -1.0864)  -0.851
H (2.7156, -0.4548, -0.7145)  0.186
H (3.5340, 1.2532, -0.2167)  0.194
H (-0.7220, 1.0236, 1.7795)  0.193
H (-0.9459, 1.2751, -0.0548)  0.189
H (-1.8625, -1.1927, 1.2352)  0.165
H (-2.6500, 0.0083, 0.0463)  0.202
H (-1.4901, -1.8182, -1.3628)  0.353
H (-0.0078, -1.2096, -1.0442)  0.376

Results
Structure (SMILES) = C=NOCCN
Energy above the lowest of the compared OMol25 structures with the same formula, charge and spin = 4.914 eV
Total charge = 0
Highest occupied orbital energy = -9.4 eV
LUMO = 1.0 eV

=====

# 3
Formula: C28H74FeN18O12
Source: the OMol25 dataset
Level of theory: ωB97M-V/def2-TZVPD

Last column: Löwdin spin population.
Cartesian coordinates (Å):
Fe (14.1915, 2.9042, -8.8617)  3.738
O (15.5283, 2.0614, -10.2246)  0.062
C (16.0994, 0.9353, -9.5910)  0.006
C (15.3059, 0.4120, -8.3508)  0.004
O (14.7049, 1.3548, -7.4934)  0.039
H (17.0517, 1.3034, -9.1736)  0.000
H (16.4644, 0.0863, -10.1799)  0.001
H (15.9522, -0.2700, -7.7890)  0.001
H (14.4810, -0.1095, -8.8613)  0.000
C (20.5301, 0.6351, -6.8436)  0.000
C (20.9133, -0.6464, -6.0697)  0.000
C (19.9075, -1.0876, -4.9413)  0.000
C (18.6172, -1.6435, -5.5327)  0.000
C (18.9638, -2.8865, -6.3976)  0.000
C (19.9627, -2.5906, -7.5338)  0.000
N (21.0985, -1.7754, -7.0357)  0.000
O (22.1475, -1.5608, -7.9524)  0.000
C (20.5491, -3.9371, -8.0309)  0.000
C (19.2007, -1.8761, -8.6179)  0.000
C (22.2949, -0.2087, -5.4554)  0.000
H (19.4658, 0.5474, -7.0896)  0.000
H (20.9101, 0.6499, -7.8664)  0.000
H (20.7303, 1.6013, -6.3841)  0.000
H (20.2236, -1.7664, -4.1470)  0.000
H (19.6356, -0.2181, -4.3355)  0.000
H (18.0671, -0.8533, -6.0463)  0.000
H (17.9541, -1.9918, -4.7380)  0.000
H (18.0093, -3.2731, -6.7595)  0.000
H (19.3495, -3.6489, -5.7182)  0.000
H (20.9073, -4.6504, -7.2874)  0.000
H (19.8417, -4.5742, -8.5682)  0.000
H (21.3454, -3.7069, -8.7388)  0.000
H (18.5050, -2.5455, -9.1271)  0.000
H (18.6139, -1.0235, -8.2707)  0.000
H (19.8604, -1.4146, -9.3559)  0.000
H (22.9471, 0.4152, -6.0683)  0.000
H (22.9024, -1.1018, -5.2887)  0.000
H (22.1118, 0.3850, -4.5602)  0.000
H (22.9586, -1.7965, -7.4921)  0.000
C (11.3027, -4.1278, -10.7033)  0.000
C (12.8303, -4.0747, -10.3282)  0.000
C (13.1287, -5.4854, -9.8469)  0.000
C (14.6175, -5.7697, -9.9598)  0.000
C (15.2622, -5.3396, -11.2864)  0.000
C (14.9963, -3.8857, -11.7679)  0.000
N (13.5234, -3.6587, -11.5811)  0.000
O (13.1268, -2.3612, -11.9917)  0.000
C (15.9107, -3.0467, -10.8561)  0.000
C (15.3875, -3.7768, -13.2032)  0.000
C (12.9913, -3.1206, -9.0678)  0.000
H (10.8881, -3.1327, -10.8774)  0.000
H (10.6965, -4.5981, -9.9287)  0.000
H (11.1393, -4.6517, -11.6452)  0.000
H (12.6544, -5.7671, -8.9072)  0.000
H (12.6314, -6.1865, -10.5252)  0.000
H (14.7298, -6.8400, -9.7751)  0.000
H (15.1515, -5.3130, -9.1208)  0.000
H (14.7826, -6.0060, -12.0095)  0.000
H (16.3191, -5.5839, -11.1945)  0.000
H (15.3656, -2.5306, -10.0649)  0.000
H (16.5966, -3.7482, -10.3833)  0.000
H (16.5360, -2.3337, -11.3949)  0.000
H (15.0246, -4.6780, -13.7029)  0.000
H (14.9971, -2.8936, -13.7061)  0.000
H (16.4688, -3.8667, -13.3184)  0.000
H (13.9187, -3.4003, -8.5698)  0.000
H (12.1693, -3.3807, -8.3995)  0.000
H (12.8911, -2.0506, -9.2277)  0.000
H (13.4296, -1.7915, -11.2702)  0.000
C (14.6559, 1.1630, -13.9017)  0.000
O (14.0419, 1.0558, -14.9587)  0.000
N (15.9955, 1.0692, -13.7440)  0.000
N (14.1097, 1.5584, -12.7456)  0.000
H (16.3164, 1.1315, -12.7943)  0.000
H (16.5996, 0.8241, -14.5087)  0.000
H (14.6935, 1.7613, -11.9375)  0.000
H (13.1409, 1.8272, -12.7311)  0.000
C (17.0612, 2.3015, -4.4920)  0.000
O (17.8452, 2.3187, -3.5553)  0.000
N (16.8727, 3.2345, -5.4791)  0.000
N (16.2805, 1.2496, -4.7549)  0.000
H (16.5166, 2.8817, -6.3512)  0.000
H (17.5319, 3.9953, -5.4375)  0.000
H (16.4325, 0.5050, -4.0922)  0.000
H (15.8220, 1.1405, -5.6518)  0.000
C (12.2041, 3.3471, -6.6827)  0.011
O (12.9878, 3.8658, -7.4785)  0.028
N (12.5228, 2.6906, -5.5735)  0.004
N (10.8582, 3.3271, -6.8186)  0.004
H (11.7962, 2.5403, -4.9004)  0.000
H (13.4618, 2.3104, -5.6124)  0.000
H (10.5219, 3.7487, -7.6702)  0.000
H (10.3645, 2.5883, -6.3543)  0.000
C (13.4827, 5.1391, -11.0642)  0.002
O (13.5460, 4.4110, -10.0723)  0.030
N (12.4332, 5.9564, -11.2847)  -0.001
N (14.4550, 5.1436, -12.0095)  -0.002
H (11.6637, 5.9114, -10.6372)  0.000
H (12.5395, 6.8652, -11.7061)  0.000
H (15.0525, 4.3296, -11.9413)  0.000
H (14.0691, 5.3431, -12.9209)  0.000
C (11.5613, 1.2445, -10.1617)  0.006
O (12.3061, 1.8759, -9.4137)  0.022
N (11.7658, -0.0072, -10.5220)  0.001
N (10.5024, 1.7971, -10.8164)  0.001
H (12.4201, -0.5587, -9.9956)  0.000
H (11.1447, -0.4002, -11.2071)  0.000
H (10.3015, 2.7399, -10.5288)  0.000
H (10.1593, 1.3953, -11.6700)  0.000
C (18.9445, 3.4806, -11.4135)  0.000
O (19.9504, 3.7477, -12.0526)  0.000
N (18.6852, 3.7887, -10.1304)  0.000
N (18.0035, 2.6390, -11.8562)  0.001
H (17.9650, 3.2691, -9.6573)  0.000
H (19.4107, 4.2363, -9.5944)  0.000
H (17.2128, 2.4587, -11.2565)  0.001
H (18.0995, 2.3096, -12.8011)  0.000
C (12.4147, -1.2266, -5.7967)  0.000
O (11.6791, -2.0780, -5.2984)  0.000
N (12.0540, -0.1281, -6.4493)  0.000
N (13.7406, -1.2716, -5.7583)  0.001
H (11.1088, 0.2133, -6.5106)  0.000
H (12.7115, 0.5518, -6.8077)  0.000
H (14.2004, -1.9406, -5.1619)  0.000
H (14.3196, -0.5168, -6.0985)  0.000
C (15.7776, 5.3679, -7.8701)  0.008
O (15.6707, 4.1767, -8.1495)  0.024
N (15.1252, 5.8882, -6.8068)  0.002
N (16.3566, 6.2800, -8.6723)  0.003
H (15.0736, 6.8734, -6.6114)  0.000
H (14.2707, 5.3719, -6.6406)  0.000
H (16.4940, 7.2189, -8.3436)  0.000
H (16.8193, 5.9155, -9.4915)  0.000

Results
Multiplicity = 5
Energy above the lowest of the compared OMol25 structures with the same formula, charge and spin = 0.000 eV
Total charge = 0
Highest occupied orbital energy (spin up / spin down) = -7.7 / -7.4 eV
LUMO (spin up / spin down) = -0.5 / -0.5 eV

=====

# 4
Formula: C36H72N4O8PY
Source: the OMol25 dataset
Level of theory: ωB97M-V/def2-TZVPD

Last column: Löwdin spin population.
Cartesian coordinates (Å):
Y (-0.2438, 0.1604, 0.3601)  -0.029
P (-1.7071, 1.8104, 1.6454)  -0.018
O (-2.1520, 1.1841, 0.3033)  0.198
O (-0.2817, 2.2491, 1.1768)  0.518
O (-1.2112, 0.4889, 2.2555)  0.352
O (-2.5547, 2.7785, 2.4592)  -0.004
C (0.7149, 4.2630, -0.9589)  0.007
C (1.4589, 3.8234, -2.2019)  0.029
C (2.4649, 4.9038, -2.4503)  0.001
C (3.6225, 4.4866, -3.3868)  0.000
C (4.1966, 3.0879, -3.0096)  0.003
C (3.1693, 1.9673, -2.9329)  0.029
N (2.1226, 2.5000, -2.0356)  0.451
O (1.0848, 1.4567, -1.6116)  0.419
C (2.6075, 1.6956, -4.3162)  0.024
C (3.9709, 0.7924, -2.3603)  0.002
C (0.4386, 3.9333, -3.3634)  0.024
H (1.3224, 3.8819, -0.1380)  0.000
H (-0.2527, 3.7945, -0.7792)  0.001
H (0.6482, 5.3426, -0.8241)  0.000
H (1.9605, 5.7460, -2.9239)  -0.001
H (3.0260, 5.4393, -1.6844)  0.000
H (4.4000, 5.2498, -3.4201)  0.000
H (3.2280, 4.4048, -4.3996)  0.000
H (4.8245, 3.1044, -2.1187)  0.000
H (4.9231, 3.0431, -3.8209)  0.000
H (1.8028, 0.9605, -4.3029)  0.001
H (2.3570, 2.5398, -4.9587)  0.000
H (3.4537, 1.2779, -4.8616)  0.003
H (4.2468, 0.9671, -1.3204)  0.000
H (3.3490, -0.1028, -2.3624)  -0.001
H (4.8719, 0.6433, -2.9554)  0.000
H (0.9610, 4.1070, -4.3041)  0.001
H (-0.2142, 4.8001, -3.2605)  0.002
H (-0.2051, 3.0537, -3.3746)  0.002
C (0.2374, -4.9078, 2.4233)  0.019
C (-0.9204, -4.7563, 1.4960)  0.031
C (-1.9681, -5.8842, 1.7250)  0.000
C (-2.9647, -5.5409, 2.8356)  0.000
C (-3.6464, -4.1777, 2.4840)  0.002
C (-2.6975, -3.0375, 2.4085)  0.025
N (-1.5563, -3.4399, 1.4960)  0.457
O (-0.6714, -2.3675, 1.0838)  0.420
C (-3.5337, -1.8515, 1.8484)  0.002
C (-2.3390, -2.7528, 3.8837)  0.021
C (-0.3950, -5.0426, 0.0113)  0.012
H (-0.1569, -4.8072, 3.4345)  0.000
H (1.0023, -4.1543, 2.2352)  0.001
H (0.7365, -5.8722, 2.3291)  0.002
H (-2.6275, -5.9821, 0.8626)  0.000
H (-1.6043, -6.8899, 1.9356)  0.000
H (-2.4658, -5.5213, 3.8045)  0.000
H (-3.6692, -6.3722, 2.8613)  0.000
H (-4.3243, -3.9917, 3.3171)  -0.001
H (-4.2595, -4.4661, 1.6301)  0.000
H (-4.2797, -2.0189, 1.0715)  0.000
H (-4.0917, -1.4021, 2.6699)  0.000
H (-3.0428, -0.9667, 1.4431)  0.000
H (-1.9617, -3.5019, 4.5798)  0.000
H (-1.5632, -1.9883, 3.9253)  0.001
H (-3.1606, -2.2185, 4.3607)  0.003
H (0.5511, -4.5347, -0.1761)  0.000
H (-1.1238, -4.7164, -0.7307)  0.000
H (-0.2532, -6.1106, -0.1537)  0.001
C (2.6882, -1.5615, 3.7804)  0.008
C (2.7110, 0.0356, 3.9305)  0.029
C (3.8060, 0.1965, 4.9304)  0.000
C (4.3836, 1.5498, 5.0835)  0.000
C (4.7673, 2.1194, 3.7367)  0.000
C (3.6255, 2.1043, 2.6757)  0.027
N (2.9635, 0.7394, 2.6534)  0.462
O (1.9808, 0.5068, 1.5847)  0.406
C (2.7747, 3.3539, 2.9420)  0.019
C (4.3585, 2.4054, 1.3384)  0.008
C (1.3970, 0.5625, 4.6172)  0.026
H (3.5444, -1.9173, 3.2074)  0.000
H (1.8892, -1.9621, 3.1565)  0.000
H (2.5521, -1.9846, 4.7756)  0.000
H (3.4394, -0.1304, 5.9035)  0.000
H (4.6046, -0.5061, 4.6922)  0.000
H (5.2216, 1.5702, 5.7802)  0.000
H (3.6858, 2.1987, 5.6128)  0.000
H (5.7011, 1.6946, 3.3683)  0.000
H (5.0915, 3.1326, 3.9740)  0.000
H (2.4725, 3.4003, 3.9883)  0.000
H (3.3056, 4.2985, 2.8236)  0.002
H (1.8668, 3.3998, 2.3407)  0.000
H (4.9597, 3.3142, 1.3652)  0.000
H (4.9978, 1.5395, 1.1663)  0.000
H (3.7247, 2.3143, 0.4564)  0.001
H (1.2299, 1.6378, 4.5551)  0.000
H (1.4334, 0.3413, 5.6839)  0.003
H (0.4863, 0.1330, 4.1997)  0.001
C (-1.0941, 0.2255, -4.3502)  0.006
C (-2.5116, 0.2333, -3.7812)  0.028
C (-3.5401, -0.0728, -4.9373)  0.002
C (-4.9818, -0.2675, -4.4669)  0.000
C (-4.9033, -1.5111, -3.5438)  0.000
C (-3.9138, -1.4066, -2.3521)  0.031
N (-2.6030, -0.8651, -2.7665)  0.462
O (-1.5462, -0.9357, -1.7206)  0.396
C (-4.6508, -0.6295, -1.2275)  0.024
C (-3.6847, -2.9011, -1.8793)  0.010
C (-2.8490, 1.7040, -3.2946)  0.029
H (-1.0237, 0.8541, -5.2379)  0.000
H (-0.8847, -0.8096, -4.6202)  0.000
H (-0.3545, 0.5503, -3.6185)  0.002
H (-3.6344, 0.8879, -5.4436)  0.000
H (-3.2464, -0.8852, -5.6020)  0.000
H (-5.6441, -0.4151, -5.3199)  0.000
H (-5.4364, 0.5863, -3.9645)  0.000
H (-4.8170, -2.3697, -4.2097)  0.000
H (-5.9086, -1.6677, -3.1527)  0.000
H (-3.9966, -0.2732, -0.4318)  0.001
H (-5.1890, 0.2055, -1.6760)  0.000
H (-5.2887, -1.3081, -0.6612)  0.002
H (-3.3047, -3.0471, -0.8682)  0.001
H (-4.6088, -3.4688, -1.9879)  0.000
H (-2.9469, -3.3409, -2.5503)  0.000
H (-2.8300, 2.2324, -4.2478)  0.003
H (-2.1354, 1.9964, -2.5243)  0.001
H (-3.7887, 1.6522, -2.7447)  0.000

Results
Multiplicity = 6
Total charge = +1
Highest occupied orbital energy (spin up / spin down) = -11.9 / -12.0 eV
LUMO (spin up / spin down) = -1.9 / -5.3 eV